Molecular formula: C54H77AsBBiN11OPS3
Method: DFT, ωB97M-V with the def2-TZVPD basis set

Atoms and positions in Å:
Bi1 -0.0617 0.2096 -0.0989
C1 -2.1711 3.6708 0.6338
C2 -0.6992 3.3909 0.5297
N1 -0.0412 2.7422 1.4100
N2 -0.5646 2.4741 2.6230
C3 -0.2952 1.3694 3.1890
S1 0.3273 -0.0970 2.4436
S2 -0.5116 1.1619 4.9225
C4 -0.9643 2.8515 5.4427
C5 -0.4133 3.2479 6.7866
C6 -0.3136 4.6029 7.0923
C7 0.1670 5.0173 8.3239
C8 0.5676 4.0819 9.2671
C9 0.4465 2.7314 8.9818
C10 -0.0464 2.3178 7.7529
C11 0.0704 3.8223 -0.6499
C12 -0.1038 5.1256 -1.1204
C13 0.6709 5.6449 -2.1382
C14 1.6550 4.8427 -2.7048
C15 1.8318 3.5459 -2.2700
C16 1.0518 2.9911 -1.2393
O1 1.3200 1.7355 -0.9010
H1 -2.7149 2.7315 0.5080
H2 -2.5015 4.3583 -0.1395
H3 -2.4153 4.0699 1.6202
H4 -2.0553 2.8924 5.4630
H5 -0.6088 3.5062 4.6510
H6 -0.6143 5.3361 6.3529
H7 0.2330 6.0745 8.5465
H8 0.9729 4.4025 10.2178
H9 0.7373 1.9940 9.7189
H10 -0.1317 1.2607 7.5345
H11 -0.8381 5.7623 -0.6401
H12 0.5281 6.6668 -2.4635
H13 2.2833 5.2341 -3.4963
H14 2.6132 2.9259 -2.6851
C17 -0.2856 -1.2834 -6.8457
C18 -1.1664 -1.6790 -5.7239
N3 -2.1653 -2.4971 -5.7552
N4 -2.6419 -2.5010 -4.4802
C19 -1.9419 -1.7147 -3.6370
S3 -2.1914 -1.4659 -2.0107
N5 -0.9901 -1.1819 -4.4545
N6 -0.0440 -0.2258 -4.1307
H15 -0.6968 -1.6407 -7.7851
H16 0.7139 -1.7034 -6.7110
H17 -0.1889 -0.1966 -6.8617
H18 -3.4515 -3.0419 -4.2382
H19 0.8839 -0.6007 -4.2960
H20 -0.1461 0.0119 -3.1513
C20 1.2884 -5.9031 -3.2133
C21 1.5086 -4.6040 -2.4377
C22 1.6715 -3.4371 -3.4060
C23 0.4398 -4.3645 -1.3758
C24 -0.7936 -4.9987 -1.4515
C25 -1.6575 -5.0111 -0.3688
C26 -1.2260 -4.5141 0.8479
C27 -0.0211 -3.8298 0.9510
C28 0.5979 -3.5210 2.3012
C29 1.5392 -4.6857 2.6499
C30 -0.4118 -3.3297 3.4276
C31 0.7344 -3.6301 -0.2126
N7 1.8126 -2.6870 -0.2059
B1 1.7606 -1.2426 -0.3096
N8 3.1401 -0.8514 -0.3961
C32 3.9312 -1.9928 -0.3098
C33 3.1478 -3.0786 -0.1953
C34 3.8306 0.3918 -0.5982
C35 4.2908 0.7026 -1.8833
C36 5.0708 1.8387 -2.0580
C37 5.3715 2.6667 -0.9923
C38 4.8964 2.3559 0.2692
C39 4.1288 1.2192 0.4898
C40 3.6942 0.8544 1.8904
C41 3.2583 2.0642 2.7168
C42 4.8188 0.0947 2.6061
C43 3.9933 -0.1865 -3.0754
C44 3.3784 0.5991 -4.2386
C45 5.2551 -0.9214 -3.5406
H21 2.1844 -6.1364 -3.7899
H22 0.4527 -5.8181 -3.9101
H23 1.0927 -6.7326 -2.5336
H24 2.4499 -4.7089 -1.8986
H25 0.7930 -3.3721 -4.0492
H26 2.5525 -3.5773 -4.0370
H27 1.7959 -2.5158 -2.8388
H28 -1.0847 -5.5065 -2.3618
H29 -2.6261 -5.4882 -0.4495
H30 -1.8285 -4.6734 1.7318
H31 1.1969 -2.6133 2.2223
H32 0.9692 -5.6124 2.7427
H33 2.0461 -4.4893 3.5963
H34 2.2922 -4.8273 1.8746
H35 -0.8980 -4.2704 3.6950
H36 -1.1659 -2.6060 3.1276
H37 0.0952 -2.9431 4.3123
H38 5.0061 -1.9272 -0.3306
H39 3.4483 -4.1062 -0.0824
H40 5.4575 2.0799 -3.0412
H41 5.9819 3.5482 -1.1423
H42 5.1404 3.0003 1.1034
H43 2.8392 0.1891 1.8165
H44 4.1059 2.6927 2.9970
H45 2.7839 1.7188 3.6378
H46 2.5386 2.6691 2.1620
H47 5.7094 0.7213 2.6893
H48 5.0845 -0.8126 2.0612
H49 4.4947 -0.1890 3.6092
H50 3.2724 -0.9407 -2.7534
H51 4.0411 1.3999 -4.5682
H52 2.4245 1.0418 -3.9516
H53 3.2154 -0.0654 -5.0922
H54 6.0034 -0.2151 -3.9040
H55 5.0132 -1.6120 -4.3517
H56 5.6933 -1.4946 -2.7232
C46 -5.5174 -1.9621 3.6099
N9 -4.8351 -0.7086 3.9062
C47 -5.5292 0.3772 3.2260
N10 -5.6378 0.1738 1.7867
C48 -6.3134 -1.0977 1.5538
N11 -5.6458 -2.2327 2.1817
C49 -4.3520 -2.5023 1.5666
P1 -3.1085 -1.0983 1.7081
C50 -3.4270 -0.7697 3.5352
C51 -4.3304 0.2190 1.1426
H57 -6.5238 -1.9121 4.0346
H58 -4.9787 -2.7835 4.0877
H59 -5.0058 1.3159 3.4232
H60 -6.5397 0.4458 3.6376
H61 -6.3867 -1.2749 0.4784
H62 -7.3198 -1.0253 1.9743
H63 -4.4988 -2.7077 0.5018
H64 -3.9271 -3.3987 2.0256
H65 -2.9522 0.1788 3.7893
H66 -2.9434 -1.5476 4.1311
H67 -4.4665 0.1240 0.0609
H68 -3.8811 1.1932 1.3534
C52 -3.3017 1.1653 -5.3281
As1 -2.2062 2.1102 -3.9834
C53 -3.6515 3.2389 -3.2769
C54 -1.4883 3.4112 -5.2654
H69 -3.8803 1.8781 -5.9167
H70 -3.9883 0.4662 -4.8484
H71 -2.6637 0.6009 -6.0094
H72 -4.2840 3.6390 -4.0707
H73 -3.2168 4.0678 -2.7172
H74 -4.2735 2.6609 -2.5920
H75 -2.2974 3.9270 -5.7855
H76 -0.8703 2.9008 -6.0058
H77 -0.8756 4.1465 -4.7498

Atomic forces in eV per Å
Bi 0.1 0.6 -0.1
C 0.1 0.2 0.1
C -0.4 -0.1 0.2
N 0.8 -0.3 -0.5
N -0.7 0.5 0.6
C -0.1 -0.3 -0.3
S 0.3 0.3 0.3
S 0.0 0.0 0.2
C -0.1 -0.3 -0.1
C 0.0 -0.1 0.1
C 0.0 0.0 0.0
C 0.0 0.1 0.0
C 0.0 0.0 0.0
C 0.0 0.0 0.0
C 0.0 0.0 -0.1
C 0.1 -0.2 -0.1
C 0.0 -0.1 0.0
C 0.0 0.1 0.0
C -0.1 0.0 -0.1
C 0.0 0.0 0.0
C 0.0 0.3 -0.2
O -0.4 -0.6 0.1
H 0.0 0.0 0.0
H 0.0 0.0 0.0
H 0.0 -0.1 0.0
H 0.0 0.1 -0.1
H 0.0 0.1 0.0
H 0.0 0.0 0.0
H 0.0 0.0 0.0
H 0.0 0.0 0.0
H 0.0 0.0 0.0
H 0.0 0.0 0.1
H 0.0 0.0 0.0
H 0.0 0.0 0.0
H 0.0 0.0 0.0
H 0.0 0.0 0.0
C 0.0 0.0 0.1
C 0.1 0.2 0.1
N -0.2 -0.1 -0.2
N 0.3 0.2 0.0
C 0.0 -0.1 -0.1
S 0.0 0.0 0.3
N -0.3 -0.4 -0.1
N 0.4 0.2 -0.3
H 0.0 0.0 0.0
H 0.0 0.0 0.0
H 0.0 0.0 -0.1
H 0.0 0.0 0.1
H 0.1 -0.2 0.2
H -0.2 0.1 0.1
C 0.1 0.1 0.1
C -0.2 0.1 -0.2
C 0.1 0.0 0.1
C 0.2 0.0 0.0
C 0.0 0.0 0.0
C 0.0 -0.1 0.1
C -0.1 0.0 0.0
C 0.3 0.1 0.0
C -0.1 -0.1 0.1
C 0.0 0.2 0.0
C 0.1 0.1 -0.2
C -0.4 -0.1 -0.1
N 0.0 0.0 0.0
B 0.4 -0.4 0.0
N 0.0 0.1 0.1
C 0.0 -0.1 0.0
C 0.1 0.0 0.0
C 0.2 0.3 -0.1
C -0.1 -0.2 0.0
C 0.0 0.0 0.0
C 0.0 0.0 0.0
C 0.0 0.0 0.0
C -0.1 -0.2 0.0
C 0.2 0.1 0.1
C -0.1 -0.1 -0.1
C -0.2 0.0 -0.1
C 0.0 0.0 0.0
C 0.0 -0.2 0.1
C -0.1 0.0 0.0
H 0.0 0.0 -0.1
H 0.0 0.0 0.0
H 0.0 -0.1 -0.1
H 0.0 0.0 0.0
H -0.1 0.1 0.0
H 0.0 0.0 0.0
H -0.1 0.2 -0.1
H 0.1 0.0 0.0
H 0.0 0.0 0.0
H 0.0 0.1 0.0
H 0.0 0.0 0.0
H 0.0 0.0 0.0
H 0.0 0.0 0.0
H 0.0 0.0 0.0
H 0.0 0.0 0.0
H -0.1 0.1 0.1
H 0.0 0.0 0.0
H 0.0 0.0 0.0
H 0.0 0.0 0.0
H 0.0 0.0 0.0
H 0.0 0.0 0.0
H 0.0 0.0 0.0
H 0.0 0.0 0.0
H 0.0 0.0 0.0
H 0.0 0.0 0.0
H 0.0 0.0 0.0
H 0.0 0.0 0.0
H 0.0 0.0 0.0
H 0.0 0.0 0.0
H 0.0 0.0 -0.1
H 0.0 0.0 0.0
H 0.0 0.1 0.0
H 0.0 0.0 0.0
H 0.0 0.0 0.0
H 0.0 0.0 0.0
H 0.0 0.0 0.0
C 0.0 0.0 0.0
N -0.1 0.0 0.2
C 0.1 -0.1 0.0
N -0.2 0.2 0.0
C 0.1 0.0 0.0
N -0.2 -0.1 0.0
C 0.3 0.1 -0.1
P -0.7 0.0 0.1
C 0.2 -0.1 -0.2
C 0.2 -0.1 0.0
H 0.0 0.0 0.0
H 0.0 0.0 0.0
H 0.0 0.0 0.0
H 0.0 0.0 0.0
H 0.0 0.0 0.0
H 0.0 0.0 -0.1
H 0.0 -0.1 0.0
H 0.0 0.0 -0.1
H 0.1 0.0 0.1
H 0.1 0.0 0.0
H 0.1 0.1 0.0
H 0.0 0.0 -0.1
C 0.0 -0.1 0.1
As -0.2 0.2 0.0
C -0.1 0.0 0.0
C 0.0 0.1 0.0
H 0.0 0.0 0.0
H 0.0 0.0 0.0
H 0.0 0.0 0.0
H 0.1 0.0 0.0
H 0.0 0.0 0.0
H 0.0 0.0 0.0
H 0.0 0.0 0.0
H 0.0 0.0 0.1
H 0.1 0.0 0.1

**Gap between HOMO and LUMO**: 7.65 eV
**Largest force on an atom**: 0.0206 Eh/bohr
**Total energy**: -184837.0536 eV
**Energy above the lowest of the compared OMol25 structures with the same formula, charge and spin**: 133.41 kJ/mol